1.
A single C2H6N2 molecule, computed with ωB97M-V/def2-TZVPD.

ΔE to the lowest compared entry with this formula, charge and spin ... 200.0 kJ/mol
HOMO-LUMO gap ... 9.43 eV
Highest occupied orbital energy ... -8.367 eV
LUMO level ... 1.06 eV
SMILES ... C/C=N\N
E_tot ... -189.25338 a.u.

Geometry as XYZ:
```
10
Properties=species:S:1:pos:R:3:forces:R:3:nbo_charge:R:1
C 0.472229 0.753110 0.827229 0.3399 -1.1197 0.7983 -0.7096
C 0.706881 0.231231 -0.527725 0.3822 -0.7409 -3.0271 -0.0141
N 0.066578 -0.695421 -1.189403 -0.3292 1.5538 0.9733 -0.2115
N -1.101815 -1.141713 -0.620010 1.1404 1.1616 1.7467 -0.6891
H 0.416321 -0.129780 1.516493 0.1234 0.7631 -0.1944 0.2205
H -0.435095 1.323650 0.971826 -0.2601 0.3709 -0.0675 0.2207
H 1.364303 1.341696 1.046871 -0.3854 0.0926 0.4885 0.2371
H 1.531746 0.724926 -1.123877 -0.7956 -0.9948 0.7727 0.1829
H -1.662367 -1.758153 -1.191671 0.0640 0.3959 0.5618 0.3978
H -1.358781 -0.649546 0.290268 -0.2796 -1.4825 -2.0525 0.3654
```
Forces are in eV/Å.

2.
2 unconnected molecules or ions with the total composition C4H11N3O2, computed with ωB97M-V/def2-TZVPD.

ΔE to the lowest compared entry with this formula, charge and spin ... 130.7 kJ/mol
HOMO-LUMO gap ... 9.64 eV
Highest occupied orbital energy ... -8.840 eV
LUMO level ... 0.80 eV
SMILES ... [H]/N=C(/N)NC.CC(=O)O
E_tot ... -473.75297 a.u.

Geometry as XYZ:
```
20
Properties=species:S:1:pos:R:3:forces:R:3:nbo_charge:R:1
H 1.756500 -1.553497 0.433365 -0.9763 0.1669 0.7655 0.3895
N 1.160511 -1.647829 -0.362016 1.6719 0.2094 -1.5945 -0.8222
C 0.020867 -2.100101 -0.578133 -0.3954 -1.1169 1.3122 0.5911
N -0.344140 -2.499941 -1.846752 -0.2928 -0.8379 -1.4012 -0.8256
N -0.983600 -2.338297 0.376509 -0.2502 1.0910 -0.0759 -0.6292
C -0.971338 -1.370498 1.468027 -0.0919 -0.5260 1.6518 -0.4341
H 0.422874 -2.894471 -2.376763 0.2526 0.5999 0.1400 0.3903
H -1.101588 -3.170973 -1.954563 -0.0741 0.4969 0.5759 0.3698
H -1.891245 -2.361439 -0.058769 -0.1539 -0.1668 -0.0980 0.3660
H -0.593513 -1.827808 2.389214 0.7469 -0.0003 -0.2717 0.1937
H -1.948469 -1.105789 1.874535 -0.4379 0.1137 -0.9114 0.2024
H -0.399940 -0.472419 1.247737 0.0195 0.0180 -0.0823 0.2089
C -0.986726 2.885959 -0.030712 -1.0809 0.4066 1.5322 -0.7371
C 0.413639 2.497963 0.333970 0.7698 -0.9423 -1.5543 0.7981
O 0.916683 2.333667 1.409828 -0.4288 0.5163 0.0969 -0.5784
O 1.077382 2.193957 -0.824047 -0.0167 0.6893 -0.0259 -0.6998
H -1.451740 3.224209 0.900484 -0.0627 -0.0205 -0.1068 0.2307
H -1.574563 2.027891 -0.352951 0.2953 -0.2078 -0.1447 0.2470
H -1.142781 3.680681 -0.758106 0.6498 -0.1371 -0.1462 0.2442
H 2.035620 2.175428 -0.687855 -0.1442 -0.3524 0.3384 0.4946
```
Forces are in eV/Å.

3.
10 unconnected molecules or ions with the total composition C34H96N12O10, computed with ωB97M-V/def2-TZVPD.

ΔE to the lowest compared entry with this formula, charge and spin ... 712.8 kJ/mol
HOMO-LUMO gap ... 9.14 eV
Highest occupied orbital energy ... -8.817 eV
LUMO level ... 0.33 eV
SMILES ... COC[C@H](C)N.COC[C@H](C)N.COC[C@H](C)N.COC[C@H](C)N.COC[C@H](C)N.COC[C@H](C)N.COC[C@H](C)N.COC[C@H](C)N.NC(N)=O.NC(N)=O
E_tot ... -2762.15561 a.u.

Geometry as XYZ:
```
152
Properties=species:S:1:pos:R:3:forces:R:3:mulliken_charge:R:1
C -5.623047 -3.924522 2.190602 -1.2043 -0.5350 -0.9807 -0.8864
O -5.434827 -3.943292 0.784922 1.6195 0.1666 -0.2174 -0.0134
C -6.577407 -4.053242 -0.032528 1.4525 0.3073 -0.3826 -0.8334
C -6.098337 -4.100292 -1.538588 1.4264 0.5227 0.3550 0.9878
C -5.463297 -2.764992 -1.957038 0.7494 -0.0664 1.0657 -0.9728
N -7.149487 -4.438242 -2.438868 -1.5028 -0.0048 0.5860 -0.7745
H -4.701437 -3.843462 2.766942 0.1329 0.0978 -0.5536 0.2082
H -6.101697 -4.881712 2.397432 -0.1548 -0.0514 0.7605 0.3550
H -6.306087 -3.109072 2.428512 -0.0461 0.1262 0.3979 0.3163
H -7.139317 -4.947032 0.238552 -0.2777 -0.2214 -0.1119 0.3909
H -7.166237 -3.153812 0.147522 -0.6116 0.0994 -0.2571 0.3665
H -5.354247 -4.881902 -1.691888 0.2968 -0.0465 0.5919 -0.3872
H -6.086387 -1.934112 -1.626138 -0.0563 0.1476 -0.1021 0.3146
H -5.142717 -2.595492 -2.984948 -0.6542 -0.5862 -0.2585 0.4304
H -4.519477 -2.706722 -1.414908 -0.0013 0.3067 0.3855 -0.0777
H -7.857017 -3.796622 -2.110518 -0.8829 0.6247 -0.8358 0.3346
H -7.535977 -5.276762 -2.029478 -0.2089 -0.8658 -0.4673 0.2863
C 2.161293 -0.222692 5.649542 -0.8968 0.1320 -0.7695 -0.6162
O 3.387073 0.054508 5.068812 1.1153 -0.0431 0.8791 -0.4817
C 3.438643 -0.008992 3.673652 2.2129 -0.0435 -0.0703 -0.0914
C 3.666493 -1.444752 3.100772 -0.8939 0.7276 1.7964 1.1738
C 4.847863 -2.190582 3.657312 1.7396 -0.3258 0.3137 -1.7055
N 3.792563 -1.282422 1.690472 -0.3660 -0.0671 -0.8073 -0.4935
H 1.787813 -1.154792 5.225512 -0.5077 -0.1157 0.2075 0.2560
H 1.525153 0.617358 5.370732 -0.7678 -0.1104 0.1264 0.2472
H 2.167063 -0.290412 6.737422 0.5872 0.0049 -0.0922 0.2720
H 2.701193 0.610218 3.162912 -0.8339 -0.5385 -0.0050 -0.0671
H 4.354403 0.545718 3.469222 0.3245 -0.0279 -0.2865 0.1184
H 2.801443 -1.999712 3.463812 -0.5963 -0.3834 -0.4127 0.1557
H 4.904683 -3.228082 3.327952 -0.4135 -0.0950 -0.4569 0.4021
H 5.013703 -2.304472 4.728592 -0.8497 0.5192 0.2730 0.3427
H 5.796273 -1.766042 3.328082 -0.0055 0.3327 -0.3241 0.3387
H 3.695463 -2.160172 1.200332 0.4079 -0.2620 -0.0146 0.2884
H 2.998963 -0.744842 1.372182 -0.1661 0.3867 -0.3628 -0.1063
C 0.457443 -0.066562 -7.506698 -0.9686 0.8476 1.0522 -0.7460
O -0.389417 -0.699852 -6.582958 -1.8417 0.6508 -0.4642 -0.2623
C -0.291627 -2.052962 -6.689718 0.1813 -2.4326 1.8123 -0.7113
C -1.418187 -2.842492 -6.008498 -2.4670 -0.3698 0.2648 0.7721
C -1.742127 -2.504922 -4.553888 0.1079 0.6455 0.0040 -1.1828
N -1.322957 -4.291192 -6.018968 1.5215 -1.5516 0.3062 -0.6967
H 1.480153 -0.234492 -7.169118 0.3440 0.2112 -0.5259 0.3032
H 0.099203 0.948238 -7.333678 0.9100 0.4377 -0.6662 0.2420
H 0.241873 -0.382682 -8.527338 0.2985 -0.0604 -0.0968 0.3160
H -0.352947 -2.470872 -7.694558 0.8431 0.3699 -0.4472 0.2892
H 0.620363 -2.229952 -6.119578 0.6817 -1.2802 -0.5305 0.2091
H -2.302387 -2.696812 -6.629028 -0.3700 1.1199 0.0696 0.1837
H -0.887817 -2.737102 -3.918028 0.3039 0.4105 0.0253 0.2267
H -2.537947 -3.110342 -4.120018 -0.2795 -0.1859 -0.4700 0.2608
H -2.072287 -1.471872 -4.444768 0.4204 0.1024 0.1421 0.3941
H -1.635917 -4.857152 -6.794748 0.1256 0.7596 -0.5733 0.2225
H -1.784367 -4.722352 -5.230738 0.2053 0.3237 0.2009 0.1667
C -2.094677 -0.423442 -1.004308 -0.9852 0.0621 2.3596 0.0863
O -0.875587 0.061228 -1.422468 0.1488 1.1554 -1.2871 -0.0630
C -0.442777 1.320898 -0.823148 1.1244 -1.1742 -1.6672 -0.9299
C -0.013597 1.125368 0.578892 -2.1340 0.4108 2.6451 2.1236
C 0.716443 2.290538 1.161642 -0.1326 0.6521 -0.7289 -1.5510
N 0.766573 -0.059722 0.762482 -0.1581 -0.3549 -0.6225 0.1166
H -2.847207 0.351498 -0.858458 -0.1536 0.3394 -0.2394 0.2294
H -1.944827 -0.813602 0.002382 -0.3379 -0.2574 0.4723 -0.0551
H -2.602427 -1.243422 -1.512168 0.7892 0.1149 -0.9863 -0.1081
H 0.452433 1.456098 -1.430118 0.2064 0.5499 -0.0404 0.2900
H -1.058327 2.213098 -0.938008 -0.7223 -0.3205 -0.2560 0.1960
H -0.928577 1.019788 1.161782 -0.3897 -0.1226 0.2892 -1.0847
H 0.914953 2.190018 2.228682 0.3451 -0.3269 -0.2271 0.2762
H 0.124533 3.200138 1.059682 0.1188 0.2583 -0.2259 0.4377
H 1.591863 2.329028 0.513362 0.5733 0.6696 0.5855 0.0220
H 0.108173 -0.798392 0.560072 -0.1113 -0.6859 0.3121 -0.0887
H 1.208043 -0.017592 -0.144958 1.5747 -0.8587 -0.0262 -0.0704
C 1.815033 5.963218 3.088392 1.7490 -0.4688 -0.3032 -0.3516
O 3.241723 6.221128 2.812002 -2.0096 0.9602 -0.1267 -0.4273
C 4.038743 5.108088 3.049012 0.7633 0.0017 0.8738 -0.6369
C 5.237063 5.533488 3.919332 0.2947 -0.1492 1.7071 0.5253
C 6.174923 4.322378 4.193992 -1.6750 -0.2177 -0.7906 -1.3405
N 4.674283 6.000418 5.263942 0.1120 -0.2176 -1.0235 -0.7661
H 1.735563 5.762798 4.156862 -0.3170 0.1889 0.0872 0.3457
H 1.558113 5.049178 2.553022 -0.3193 -0.0111 -0.0911 -0.0514
H 1.180373 6.781318 2.747762 0.3821 0.0611 0.0989 0.2848
H 3.470243 4.368208 3.612472 0.0657 -0.3172 0.1484 0.3942
H 4.362543 4.654618 2.112202 0.1570 0.0215 -0.1994 0.3239
H 5.809503 6.329408 3.442962 -0.1491 0.1506 -0.2868 0.3205
H 6.153583 3.697128 3.301402 0.5046 0.0986 -0.3617 0.1514
H 5.599003 3.690278 4.869912 0.4855 0.0357 0.6432 0.4399
H 7.211743 4.490148 4.485452 -0.3160 0.2600 0.2063 0.3398
H 5.368093 6.376558 5.894212 0.6559 -0.3958 -0.0945 0.2459
H 4.084153 6.810598 5.139632 -0.4046 0.0191 -0.5307 0.2102
C 4.889353 2.374968 0.515152 0.1842 -0.1409 0.3446 0.3659
O 5.182873 3.500448 -0.257118 1.0456 0.3119 -1.3689 -0.3581
C 6.628743 3.843058 -0.234238 -2.4142 1.3828 0.0135 -0.3246
C 6.825903 4.940038 -1.360198 -0.5170 -2.1050 -0.0199 0.6155
C 7.560743 4.440078 -2.556448 0.7224 -1.4626 -1.7899 -1.6241
N 7.493403 6.096778 -0.925248 0.5919 1.8555 1.4846 -0.7480
H 5.145863 2.661458 1.535062 0.6359 -0.9263 0.4106 -0.2895
H 5.371483 1.518198 0.044422 0.3456 -0.3414 0.7707 0.4797
H 3.839273 2.097058 0.605712 -0.2900 0.5886 -0.6946 -0.3843
H 6.712533 4.278088 0.761662 0.4824 0.4987 0.1133 0.0495
H 7.362233 3.036778 -0.230878 -0.4237 -0.5842 -0.6348 0.4649
H 5.850203 5.232428 -1.748308 -0.2437 -0.1492 0.4352 0.1700
H 7.025223 3.686328 -3.133648 -0.7067 0.1655 -0.0718 0.3734
H 8.483183 3.871078 -2.440568 0.4282 0.3311 0.9520 0.3620
H 7.826193 5.252998 -3.232308 -0.2589 0.0963 0.0736 0.3689
H 6.830193 6.711178 -0.474958 -0.1464 0.3024 0.0297 0.2917
H 8.109203 5.851718 -0.163118 0.5405 0.0499 -0.0165 0.2649
C -1.763227 -3.884012 0.262112 0.8149 0.7842 0.4779 -0.3975
O -1.492877 -5.284402 0.004092 -0.1922 2.7965 0.1846 -0.4796
C -2.262927 -5.707492 -1.068818 -0.0206 -3.8104 0.2768 0.1644
C -1.907877 -7.267832 -1.246448 1.3050 0.3371 -0.8096 0.2441
C -0.366777 -7.561882 -1.427298 -1.0819 1.4720 -0.1961 -1.3604
N -2.566477 -7.783422 -2.455248 -0.4418 0.1325 -0.1079 -0.7524
H -2.747077 -3.558222 0.599762 -0.5269 -1.0948 0.3713 0.0749
H -1.629637 -3.154232 -0.536428 0.3903 -0.7464 -1.1462 0.0753
H -1.042317 -3.485262 0.975832 0.0667 -0.5980 0.4069 0.4068
H -3.314847 -5.695962 -0.783478 -0.3528 0.3271 -0.1679 -0.0275
H -2.120247 -5.199982 -2.022848 0.3194 0.2891 -0.0157 0.2020
H -2.207637 -7.926312 -0.431188 -0.2974 0.8202 0.7486 0.3421
H -0.045797 -7.078152 -2.349828 -0.1072 -0.2760 -0.3764 0.2867
H -0.200067 -8.637012 -1.493738 0.1659 0.1414 0.1796 0.3713
H 0.230923 -7.039262 -0.680478 -0.0966 -0.5615 0.4766 0.2980
H -2.728767 -8.769792 -2.310918 0.3461 -0.3857 -0.2131 0.2886
H -3.519797 -7.451142 -2.484498 -0.2899 0.4554 -0.0951 0.1962
C -3.221177 -0.285592 2.765482 -0.1584 0.0516 -0.1436 -1.1634
O -4.013537 -0.542402 1.618342 -0.4186 0.6794 -0.2545 0.3958
C -5.291307 0.134028 1.672662 -0.1627 0.0368 0.8908 -0.8012
C -5.325297 1.684608 1.982542 -2.4305 0.2291 -1.4297 0.4419
C -6.748417 2.370148 1.964022 -0.6618 -1.6446 0.6727 -1.7266
N -4.613347 2.455828 0.967802 1.9980 0.0718 1.2237 -0.4557
H -2.600277 0.576668 2.522402 0.2522 0.0961 0.5716 0.0825
H -2.603417 -1.139742 3.042802 0.1425 -0.1224 -0.5797 0.3209
H -3.824807 -0.118592 3.657582 -0.2037 0.3542 0.0251 0.4558
H -5.807277 -0.030312 0.726682 0.2906 -0.0261 -0.1971 0.1514
H -5.816427 -0.462352 2.418772 -0.6327 0.4179 0.3233 0.4343
H -4.940017 1.935288 2.970882 0.4608 -0.1785 -0.1737 0.3438
H -7.451867 1.941108 2.677602 0.2677 -0.1116 0.6969 0.4362
H -7.356107 2.193618 1.076532 0.6608 0.2006 -0.7060 0.3802
H -6.702987 3.438058 2.177582 0.3837 -0.1599 -0.1980 0.3719
H -4.678707 2.184498 -0.002878 -0.6552 -0.5194 0.0326 0.2412
H -3.676187 2.202318 1.246302 0.9116 0.4947 -0.7124 0.1292
N -2.381827 6.670488 -1.313468 0.6930 3.8704 -5.5268 -0.3748
C -2.414017 6.305618 -0.101608 0.5276 1.7542 5.0773 0.6018
N -2.733797 5.072088 -0.111988 -1.3546 -7.1844 1.8221 -0.3033
O -2.245297 6.953648 0.926132 0.2063 0.5994 -0.1797 -0.6929
H -2.367967 7.673798 -1.428678 -0.0893 -0.2166 -0.7806 0.2614
H -2.887657 6.021328 -1.898978 0.1093 1.2695 -0.6963 0.2111
H -2.565307 4.518808 -0.939988 -0.1172 -0.1283 0.4884 0.2079
H -2.842617 4.575798 0.760922 0.0009 0.0499 -0.2145 0.0720
N 2.062863 -2.810512 -0.981278 -0.2921 -1.4618 2.3486 -0.2636
C 2.370213 -1.753342 -1.686248 0.3422 3.9241 3.0731 0.8094
N 2.269753 -2.039862 -2.918988 0.2352 -0.1807 -6.5390 -0.4381
O 2.622783 -0.619452 -1.220698 0.1643 -1.2296 -0.7496 -0.6228
H 2.043163 -3.646632 -1.547498 -0.2323 -0.4673 1.5870 0.1610
H 2.040473 -2.651392 0.015852 -0.0948 -0.9957 -0.1050 0.1649
H 2.518333 -1.366102 -3.629168 -0.1146 -0.1535 0.2073 0.1927
H 1.997083 -2.965392 -3.217538 0.0764 0.4830 -0.2663 0.0635
```
Forces are in eV/Å.

4.
A single C3H5N5 molecule, computed with ωB97M-V/def2-TZVPD.

ΔE to the lowest compared entry with this formula, charge and spin ... 340.0 kJ/mol
HOMO-LUMO gap ... 8.28 eV
Highest occupied orbital energy ... -8.281 eV
LUMO level ... 0.00 eV
SMILES ... [H]/N=c1/nc[nH]c(N)n1
E_tot ... -390.98893 a.u.

Geometry as XYZ:
```
13
Properties=species:S:1:pos:R:3:forces:R:3:nbo_charge:R:1
H 2.572828 -1.761428 0.766730 -1.0668 2.8109 -2.1760 0.3330
N 2.461493 -0.739948 0.270262 -3.1642 -2.0876 0.6957 -0.6939
C 1.206405 -0.359130 -0.126957 5.6362 -5.1037 2.0392 0.4704
N 1.188505 0.953138 -0.268640 -1.8317 4.5761 -0.0028 -0.4506
C 0.113544 1.585238 0.025163 2.5242 5.8727 -1.1939 0.2975
N -1.082627 1.040936 0.216153 -2.9164 -0.0431 -0.1778 -0.6335
C -0.996352 -0.269749 -0.147172 -2.2961 -6.0173 2.2966 0.5793
N -2.270425 -0.917153 -0.010771 -1.1945 5.7649 3.3146 -0.8164
N 0.053849 -1.165904 -0.256945 -2.0701 5.0418 -0.0303 -0.4846
H 0.033727 2.832598 0.034638 0.7757 -3.4488 -0.0744 0.1746
H -2.052210 1.634821 0.244822 3.3977 -2.3577 -0.2342 0.4615
H -2.748581 -0.826152 1.010214 1.7293 0.0337 -3.3268 0.3851
H -2.202913 -1.815480 -0.213014 0.4770 -5.0419 -1.1299 0.3776
```
Forces are in eV/Å.